# 1
ORCA calculation (the ωB97M-V functional and the def2-TZVPD basis) on a structure of composition C50H42AsN6S5SbTc.

As for the charge: 0. For the HOMO energy (alpha / beta), the calculation gives -0.265 / -0.265 hartree. As for the relative energy (zero: lowest compared OMol25 entry of this formula, charge and spin): 3.9 kJ/mol. The total energy is -6807.0122 Eh. As for the spin multiplicity: 4. The HOMO-LUMO gap (alpha / beta) comes out at 6.7 / 6.2 eV.

Structure (XYZ):
```
106
C50H42AsN6S5SbTc | the OMol25 dataset | the ωB97M-V functional and the def2-TZVPD basis
Tc 0.1066 -0.0277 1.4028
C -5.0598 4.1326 -1.3418
C -3.8325 4.9560 -1.0742
C -3.8189 6.3271 -1.2929
C -2.6876 7.0904 -1.0458
C -1.5477 6.4793 -0.5500
C -1.5390 5.1144 -0.3070
C -2.6701 4.3536 -0.5828
N -2.7147 2.9503 -0.3531
C -1.5779 2.2008 -0.0902
N -0.6122 2.3427 -1.0015
C 0.7463 1.9319 -0.9753
C 1.2292 0.9683 -0.0891
C 2.6108 0.7197 -0.1679
C 3.4292 1.3456 -1.0834
C 2.8973 2.2689 -1.9729
C 1.5547 2.5842 -1.9289
C 0.9879 3.6012 -2.8865
N -1.4911 1.4119 0.9448
C -2.6709 1.3175 1.7553
C -3.7160 0.4956 1.3454
C -4.8423 0.3406 2.1401
C -4.9209 1.0122 3.3505
C -3.8909 1.8561 3.7379
C -2.7593 2.0384 2.9502
C -1.6878 3.0078 3.3532
H -5.8231 4.7302 -1.8360
H -5.4959 3.7455 -0.4157
H -4.8276 3.2739 -1.9744
H -4.7149 6.8015 -1.6743
H -2.7001 8.1552 -1.2330
H -0.6618 7.0622 -0.3361
H -0.6538 4.6490 0.1081
H -3.5296 2.6425 0.1577
H -0.8606 2.9564 -1.7602
H 3.0634 0.0144 0.5135
H 4.4847 1.1064 -1.1046
H 3.5328 2.7579 -2.7010
H 1.7785 3.9889 -3.5256
H 0.5388 4.4549 -2.3710
H 0.2286 3.1710 -3.5482
H -3.6349 -0.0296 0.4006
H -5.6487 -0.3037 1.8135
H -5.7855 0.8883 3.9888
H -3.9568 2.3861 4.6801
H -1.7855 3.2711 4.4052
H -1.7688 3.9258 2.7639
H -0.6901 2.6018 3.1885
N -2.8047 -2.5440 3.4059
C -2.6046 -1.8409 4.5829
C -3.1828 -1.9641 5.8407
C -2.7617 -1.0634 6.7967
C -1.7934 -0.0874 6.5105
C -1.2158 0.0198 5.2649
C -1.6447 -0.8712 4.2833
N -1.2852 -0.9955 2.9475
C -2.0048 -1.9817 2.4722
C -1.9698 -2.3150 1.0585
C -2.6148 -3.2901 0.3673
S -2.2674 -3.1437 -1.3005
C -1.2860 -1.7905 -0.9825
N -1.2184 -1.4687 0.2752
H -3.4430 -3.3056 3.2645
H -3.9190 -2.7251 6.0606
H -3.1775 -1.1178 7.7939
H -1.4714 0.5788 7.2990
H -0.4432 0.7430 5.0511
H -3.2472 -4.0768 0.7410
H -0.7379 -1.2711 -1.7541
S 4.7446 -0.8076 3.0412
Sb 2.5660 -1.0716 3.4959
S 1.3613 1.0335 2.9948
S 1.4441 -1.9380 1.5089
S 1.6828 -2.0325 5.3189
C 1.7074 -7.0699 -1.5844
C 2.7912 -6.4491 -0.9827
C 2.9782 -5.0793 -1.1132
C 2.0772 -4.3159 -1.8449
C 0.9856 -4.9449 -2.4378
C 0.8043 -6.3143 -2.3192
As 2.1966 -2.3659 -1.9696
C 4.0870 -2.0988 -1.6659
C 4.7320 -2.0807 -0.4379
C 6.0863 -1.7830 -0.3849
C 6.7817 -1.4928 -1.5530
C 6.1345 -1.4977 -2.7794
C 4.7790 -1.8032 -2.8442
C 3.9629 -1.8456 -4.0698
C 4.4162 -1.5802 -5.3576
C 3.5432 -1.6718 -6.4304
C 2.2141 -2.0207 -6.2280
C 1.7511 -2.2668 -4.9421
C 2.6208 -2.1884 -3.8658
H 1.5654 -8.1377 -1.4811
H 3.5001 -7.0320 -0.4090
H 3.8348 -4.6112 -0.6444
H 0.2743 -4.3657 -3.0176
H -0.0413 -6.7917 -2.7990
H 4.1889 -2.2613 0.4827
H 6.5884 -1.7582 0.5735
H 7.8362 -1.2535 -1.5055
H 6.6882 -1.2616 -3.6797
H 5.4491 -1.3045 -5.5291
H 3.9001 -1.4691 -7.4321
H 1.5401 -2.0967 -7.0713
H 0.7092 -2.5299 -4.7914
```


# 2
ORCA calculation (the ωB97M-V functional and the def2-TZVPD basis) on a structure of composition C50H43BaIN4P in a non-equilibrium geometry.

As for the charge: -1. For the HOMO energy (alpha / beta), the calculation gives -0.159 / -0.160 hartree. As for the relative energy (zero: lowest compared OMol25 entry of this formula, charge and spin): 0.0 kJ/mol. The total energy is -2814.8266 Eh. The HOMO-LUMO gap (alpha / beta) comes out at 5.5 / 5.5 eV.

Structure (XYZ):
```
100
C50H43BaIN4P | the OMol25 dataset | the ωB97M-V functional and the def2-TZVPD basis
Ba 0.3469 -2.5389 -1.4569
C 7.4641 1.0130 -2.3074
C 6.6667 1.6750 -1.3880
C 5.3909 1.1780 -1.1284
C 4.9203 0.0217 -1.7594
C 5.6840 -0.5660 -2.7465
C 6.9851 -0.1266 -2.9222
C 3.5108 -0.4225 -1.3605
C 3.2728 -0.9146 -0.1200
C 4.2873 -0.9566 0.9442
C 3.6455 -1.4668 2.0554
C 2.1917 -1.7050 1.6628
C 1.0968 -2.1759 2.5081
C 1.5210 -2.5510 3.8716
C 2.1572 -3.7326 4.1928
C 2.6065 -3.9752 5.5479
C 2.3781 -3.0428 6.5478
C 1.6522 -1.8511 6.2025
C 1.2750 -1.6455 4.9168
C -0.3103 -2.4037 2.1959
N -0.8715 -2.1471 1.0186
C -2.2730 -2.3027 1.1560
C -3.2420 -1.8328 0.2132
C -4.6575 -1.9763 0.6108
C -5.5560 -2.4360 -0.3185
C -6.9061 -2.6756 -0.0431
C -7.3664 -2.3570 1.2635
C -6.5116 -1.7993 2.2193
C -5.1775 -1.5847 1.8937
C -3.0198 -1.0547 -1.0140
C -3.9395 -0.0683 -1.4678
C -3.2232 0.7030 -2.3791
C -1.8858 0.1252 -2.5455
N -1.8637 -0.9680 -1.7192
C -0.8093 0.6561 -3.3252
C 0.5758 0.6485 -3.1361
C 1.6382 1.3148 -3.9042
C 2.8230 1.0055 -3.3312
C 2.5006 0.1210 -2.2250
N 1.1877 -0.0869 -2.1549
C -1.2280 1.5930 -4.3856
C -2.0702 1.1268 -5.3816
C -2.5012 1.9975 -6.3605
C -2.2231 3.3390 -6.2916
C -1.4452 3.8228 -5.2689
C -0.9383 2.9407 -4.3217
C -2.5272 -2.9687 2.4399
C -1.3323 -2.9938 3.0832
N 2.0901 -1.3903 0.3523
H 8.4606 1.3546 -2.5139
H 7.0623 2.5521 -0.8878
H 4.7494 1.6259 -0.3778
H 5.3537 -1.5532 -3.1236
H 7.6478 -0.6337 -3.6373
H 5.3137 -0.6555 0.8288
H 4.1643 -1.7271 2.9823
H 2.4621 -4.4590 3.4552
H 3.1012 -4.8855 5.7627
H 2.6109 -3.2463 7.5857
H 1.4261 -1.1952 7.0123
H 0.6931 -0.7329 4.6181
H -5.0955 -2.6286 -1.2824
H -7.5270 -3.0947 -0.8005
H -8.4558 -2.4939 1.3701
H -6.9725 -1.5080 3.1842
H -4.5157 -1.1293 2.6332
H -4.8916 0.1715 -1.0371
H -3.6141 1.4997 -2.9529
H 1.5269 1.8594 -4.8210
H 3.7937 1.3024 -3.6373
H -2.3032 0.0566 -5.3129
H -3.1181 1.6108 -7.2053
H -2.6632 3.9919 -7.0410
H -1.2992 4.8989 -5.1384
H -0.4124 3.3588 -3.5057
H -3.5013 -3.4149 2.7583
H -1.1244 -3.5049 3.9499
I 0.6901 -5.5917 -3.2875
C 1.7172 2.7406 3.0417
C 0.4044 2.1390 2.5727
P 0.4868 1.7532 0.7651
C 0.1469 3.4064 -0.0380
C -1.1461 4.1474 0.2900
C -1.1798 0.9459 0.5920
C -2.3041 1.1217 1.6836
H 1.7116 2.8913 4.1066
H 2.0283 3.6325 2.5138
H 2.5231 2.0181 2.8579
H -0.4425 2.7826 2.8184
H 0.1888 1.1794 3.0213
H 0.1551 3.1764 -1.1364
H 0.9868 4.0657 0.1613
H -1.9922 3.5241 -0.0053
H -1.2279 5.0463 -0.2977
H -1.2962 4.4147 1.3319
H -1.0059 -0.1028 0.4346
H -1.5250 1.2802 -0.3975
H -2.0209 0.5650 2.5686
H -3.2697 0.7228 1.3946
H -2.4903 2.1569 2.0093
```